DFT (ωB97M-V with the def2-TZVPD basis set) results for a cluster of 3 separate species, C21H20N3O5 in total at a distorted geometry.

CARTESIAN COORDINATES (ANGSTROEM)
N -0.54124 -1.06339 2.69137
C -0.18486 -1.36728 1.50654
C -0.50027 -0.50266 0.25420
C -0.07182 0.96995 0.37540
C -0.68611 1.84080 1.38625
C -0.34269 3.24130 1.50305
C 0.70328 3.66846 0.54619
N 1.15857 2.72674 -0.30481
C 2.25020 3.19255 -1.22760
C 3.53893 2.34058 -0.64399
C 4.26298 3.05465 0.62346
O 4.82541 2.96263 -0.84628
N 0.86295 1.46488 -0.44851
H -0.22352 -1.82019 3.31202
H 0.34987 -2.33777 1.33853
H -0.09396 -0.93342 -0.69139
H -1.63580 -0.51358 0.13662
H -1.43890 1.39237 2.07449
H -0.80378 3.93938 2.22956
H 1.09719 4.70833 0.53673
H 2.09946 2.85521 -2.27342
H 2.50583 4.25925 -1.08406
H 3.46373 1.20052 -0.63059
H 4.40369 4.16198 0.57716
H 5.15941 2.56056 1.05883
C -3.25366 3.47439 -2.20440
C -2.89708 2.28675 -1.72012
C -3.88992 1.38170 -1.09606
O -3.56327 0.29679 -0.65140
C -5.29306 1.84605 -1.03279
C -5.65146 3.03437 -1.51690
C -4.65979 3.94059 -2.14097
O -4.98264 5.02065 -2.58356
H -2.54226 4.14958 -2.66366
H -1.87479 1.92964 -1.75926
H -6.00393 1.17054 -0.57415
H -6.67318 3.39019 -1.47815
C 2.78335 -5.34895 0.03631
C 3.13780 -6.53732 0.52145
C 2.14166 -7.44151 1.14269
O 2.46267 -8.52188 1.58630
C 0.73696 -6.97235 1.20118
C 0.38441 -5.78367 0.71551
C 1.38059 -4.88186 0.09551
O 1.05744 -3.79477 -0.35063
H 3.49717 -4.67500 -0.42034
H 4.15896 -6.89534 0.48595
H 0.02234 -7.64564 1.65742
H -0.63688 -5.42480 0.75031

Atoms 1-6, force components in eV/Å:
0.332 -0.013 -0.830
0.406 -0.639 0.121
-0.735 0.349 -0.102
-0.466 0.818 1.132
0.363 1.347 -0.020
1.454 -2.100 -2.154

Properties
Gap between HOMO and LUMO ... 7.697 eV
Total charge ... +1
Max |F| ... 0.094 Eh/bohr


DFT (ωB97M-V with the def2-TZVPD basis set) results for a structure of composition C21H21AsErF3N5O6S2 at a distorted geometry.

CARTESIAN COORDINATES (ANGSTROEM)
Er 1.05277 -0.09791 -0.40855
O 4.57732 1.12776 1.89915
C 3.74622 0.50444 1.25754
O 2.80119 0.97606 0.52157
C 3.75001 -1.00753 1.32227
C 4.66044 -1.73832 2.06615
C 4.51876 -3.11833 2.09661
C 3.47073 -3.71698 1.40974
C 2.60355 -2.90409 0.70497
N 2.76839 -1.59043 0.64734
C 1.39686 -3.41704 -0.04660
O 1.30182 -4.61743 -0.28962
O 0.57557 -2.49415 -0.36731
H 5.43788 -1.21118 2.60044
H 5.21397 -3.72569 2.66384
H 3.29843 -4.78418 1.41222
N -0.51367 5.73365 3.85721
C -0.62476 4.43111 3.36257
C 0.49688 3.76330 2.87984
C 0.39063 2.47319 2.39501
C -0.84688 1.83563 2.39219
C -1.96538 2.47737 2.91733
C -1.85220 3.76489 3.40095
S -0.98287 0.20738 1.76060
O -1.95411 -0.48125 2.55660
O 0.41066 -0.31100 1.76908
N -1.25761 0.14692 0.18181
C -2.43997 0.64105 -0.34190
N -2.65825 0.33854 -1.63267
C -3.76938 0.80984 -2.17069
C -4.69246 1.57105 -1.46947
C -4.37692 1.80661 -0.14608
N -3.26928 1.35287 0.42669
H 0.27522 6.25102 3.50456
H -1.36377 6.27250 3.82874
H 1.46298 4.25572 2.87177
H 1.27462 1.98194 2.01073
H -2.91057 1.95598 2.95364
H -2.72054 4.26523 3.81621
H -3.93337 0.56612 -3.21730
H -5.59764 1.94532 -1.92513
H -5.03750 2.39079 0.48799
C 0.51744 -4.00091 -3.61964
As 0.06707 -2.23804 -3.03167
C -0.64835 -1.39672 -4.60636
C -1.54465 -2.57188 -2.02405
S 1.95125 -1.24165 -2.71982
H -0.35393 -4.45819 -4.08843
H 0.82314 -4.57385 -2.74331
H 1.34230 -3.91645 -4.32199
H -1.40352 -2.04691 -5.04986
H 0.16343 -1.20669 -5.30285
H -1.09933 -0.45166 -4.30464
H -2.35456 -2.43186 -2.73826
H -1.66038 -1.91888 -1.16985
H -1.43744 -3.59847 -1.68499
F 1.93445 1.75372 -1.91161
C 0.64584 2.33704 -1.93019
F 0.42325 2.25358 -0.47157
F -0.08378 1.07706 -2.24090

Atoms 1-6, force components in eV/Å:
0.968 -0.526 0.165
0.029 0.049 -0.032
-0.257 0.222 -0.134
0.118 -0.014 0.216
0.034 -0.162 -0.031
0.004 -0.078 -0.015

Properties
Gap between HOMO and LUMO (alpha / beta) ... 8.495 / 8.497 eV
Total charge ... -1
Max |F| ... 0.022 Eh/bohr
2S+1 ... 4
ΔE to the lowest compared entry with this formula, charge and spin ... 69.83 kJ/mol
⟨S²⟩ ... 3.75


DFT (ωB97M-V with the def2-TZVPD basis set) results for a structure of composition C21H21BMnN8O3.

CARTESIAN COORDINATES (ANGSTROEM)
Mn -0.04178 0.12889 -0.07202
C 1.93340 -0.54192 3.64725
C 1.68859 -0.88355 2.32619
N 0.67267 -0.16477 1.84296
N 0.23907 0.64695 2.84396
C 0.99961 0.43689 3.92734
B -0.90741 1.65002 2.49405
N -2.04195 0.81393 1.79292
C -3.31728 0.64302 2.14209
C -3.93520 -0.17661 1.20521
C -2.95241 -0.47490 0.28167
N -1.81093 0.13265 0.65096
N -0.34021 2.60336 1.39401
C -0.10032 3.91633 1.41964
C 0.45479 4.29418 0.20615
C 0.52256 3.12517 -0.53061
N 0.03999 2.10370 0.19185
N -1.50243 2.39873 3.63400
C -1.45580 2.30903 4.99572
C -2.29170 3.25782 5.51113
C -2.82209 3.91176 4.38254
N -2.36200 3.40094 3.26021
H 2.68223 -0.93808 4.30881
H 2.19163 -1.60707 1.70487
H 0.86329 1.00416 4.83015
H -3.70762 1.12888 3.02031
H -4.96066 -0.49911 1.19939
H -2.98752 -1.07433 -0.61035
H -0.35794 4.49874 2.28685
H 0.75308 5.28181 -0.09571
H 0.87935 2.96739 -1.53537
H -0.88905 1.55615 5.51368
H -2.48972 3.45442 6.54970
H -3.52304 4.73061 4.34538
C -1.83519 -4.70277 -4.78019
O -0.44645 -4.31107 -4.92346
C 0.04407 -3.40458 -4.11946
C 1.43656 -3.11914 -4.38604
C 2.12758 -2.16885 -3.62416
C 1.49738 -1.49463 -2.60733
C 2.25396 -0.50044 -1.81711
C 3.67665 -0.20027 -2.12809
O 1.73308 0.10965 -0.86700
C 0.07451 -1.79418 -2.32888
O -0.55275 -1.20582 -1.39455
C -0.61419 -2.74863 -3.10867
H -1.99966 -5.44074 -5.55578
H -2.47143 -3.83292 -4.93575
H -1.98158 -5.14031 -3.79382
H 1.91854 -3.66178 -5.18798
H 3.16543 -1.98078 -3.85851
H 3.78747 0.11243 -3.16788
H 4.28748 -1.09578 -1.98860
H 4.03069 0.58310 -1.46502
H -1.65062 -2.93438 -2.87228

Atoms 1-6, force components in eV/Å:
-0.223 0.152 0.077
0.011 0.010 -0.027
0.021 0.005 0.015
0.056 -0.150 0.133
-0.102 -0.012 -0.087
0.023 0.088 0.068

Properties
Gap between HOMO and LUMO (alpha / beta) ... 6.466 / 4.070 eV
Total charge ... +2
Max |F| ... 0.007 Eh/bohr
2S+1 ... 6
ΔE to the lowest compared entry with this formula, charge and spin ... 0.00 kJ/mol
⟨S²⟩ ... 8.82


DFT (ωB97M-V with the def2-TZVPD basis set) results for a structure of composition C21H21I2N4O6 at a distorted geometry.

CARTESIAN COORDINATES (ANGSTROEM)
C 2.18636 1.62358 -5.45320
C 3.14430 0.55735 -4.92800
C 3.16412 0.67227 -3.40515
I 3.10079 -1.80208 -2.67089
N 4.20276 1.27953 -2.89518
I 3.71287 2.79772 -1.56928
H 2.50840 2.61665 -5.13020
H 1.16785 1.44547 -5.10067
H 2.15336 1.63480 -6.54538
H 2.85477 -0.43284 -5.27863
H 4.16196 0.75070 -5.27540
H 2.19106 0.97984 -3.01480
C -3.50894 5.20367 -3.26507
C -4.11741 4.38056 -4.20381
C -3.36254 3.78899 -5.20477
C -2.00508 4.04657 -5.23413
C -1.37134 4.86094 -4.31417
C -2.14248 5.44343 -3.31998
N -1.18260 3.40573 -6.28856
O -1.74950 2.68109 -7.08177
O 0.00460 3.64092 -6.28126
H -4.10292 5.65607 -2.48155
H -5.18166 4.19204 -4.15537
H -3.79675 3.13936 -5.94980
H -0.30452 5.01383 -4.38179
H -1.66897 6.07894 -2.58380
C 2.04230 -3.14432 1.93167
C 1.47225 -2.90723 0.68833
C 0.14617 -3.25117 0.45877
C -0.57288 -3.82277 1.49238
C -0.02514 -4.07513 2.73987
C 1.29943 -3.73094 2.95050
N -1.98992 -4.17546 1.27032
O -2.46371 -3.97312 0.17168
O -2.61201 -4.64848 2.20551
H 3.07214 -2.86276 2.10877
H 2.04162 -2.45222 -0.11496
H -0.31879 -3.07602 -0.50027
H -0.63327 -4.52564 3.50991
H 1.74684 -3.91367 3.91940
C -2.05057 -1.54389 7.18301
C -1.65904 -1.04088 5.94953
C -0.32994 -1.10622 5.55984
C 0.57416 -1.68507 6.43143
C 0.21452 -2.19463 7.66498
C -1.11815 -2.11647 8.03867
N 1.99062 -1.78206 6.00722
O 2.27560 -1.30271 4.93301
O 2.76570 -2.35355 6.74888
H -3.09065 -1.49333 7.47783
H -2.38779 -0.60019 5.28274
H 0.01149 -0.73197 4.60604
H 0.96823 -2.63699 8.29903
H -1.42766 -2.50822 8.99849

Atoms 1-6, force components in eV/Å:
0.180 0.062 -0.136
0.269 -0.619 0.028
-0.143 2.160 -0.228
-0.197 -0.857 0.281
0.225 0.331 -0.524
0.027 -0.352 0.333

Properties
Gap between HOMO and LUMO ... 4.904 eV
Total charge ... -1
Max |F| ... 0.042 Eh/bohr